[1]
A cluster of 2 separate species, C2H3BrN2S in total at a distorted geometry. Source: the OMol25 dataset; level of theory: ωB97M-V/def2-TZVPD.

## Properties
- LUMO: -0.220 eV
- Max |F|: 0.0753 Eh/bohr
- HOMO-LUMO gap: 0.3200 Ha
- Net charge: 0
- SMILES string: C#[N+][S-].[H]/N=C\Br

Each atom is followed by the atoms it is bonded to, with distances in Å.
Cartesian coordinates (Å):
1 C 0.448 -0.388 1.312  N3 1.162, H7 1.045
2 C -0.758 0.899 -0.437  N4 1.213, Br6 2.073, H8 1.050
3 N 1.445 -0.559 0.741  C1 1.162, S5 1.551
4 N -0.053 0.575 -1.370  C2 1.213, H9 0.985
5 S 2.468 -0.760 -0.408  N3 1.551
6 Br -2.266 -0.449 0.016  C2 2.073
7 H -0.340 -0.781 1.874  C1 1.045
8 H -0.999 1.665 0.240  C2 1.050
9 H 0.055 -0.200 -1.967  N4 0.985

Löwdin population analysis, charges in e, atoms 1 to 2: -0.06, -0.55

[2]
An isolated molecule of C7H12N2O3 at a distorted geometry. Source: the OMol25 dataset; level of theory: ωB97M-V/def2-TZVPD.

## Properties
- LUMO: 0.567 eV
- Max |F|: 0.0873 Eh/bohr
- HOMO-LUMO gap: 0.3654 Ha
- Net charge: 0
- SMILES string: NCC(=O)N1CCC[C@H]1C(=O)O

Each atom is followed by the atoms it is bonded to, with distances in Å.
Cartesian coordinates (Å):
1 C 1.935 0.511 0.002  C2 1.536, H10 1.059, H11 1.084, N20 1.472
2 C 1.239 -0.857 0.010  C1 1.536, N21 1.355, O22 1.244
3 C -0.843 0.282 -0.676  C4 1.491, C5 1.557, H12 1.079, N21 1.385
4 C -0.666 1.433 0.255  C3 1.491, O23 1.244, O24 1.459
5 C -2.346 -0.094 -0.523  C3 1.557, C6 1.477, H13 1.123, H14 1.074
6 C -2.398 -1.503 -0.083  C5 1.477, C7 1.512, H15 1.100, H16 1.096
7 C -0.985 -1.870 0.309  C6 1.512, H17 1.111, H18 1.109, N21 1.486
8 H 3.393 -0.177 -1.114  N20 1.032
9 H 3.818 -0.337 0.446  N20 1.046
10 H 1.541 1.109 -0.778  C1 1.059
11 H 1.634 1.032 0.904  C1 1.084
12 H -0.717 0.532 -1.718  C3 1.079
13 H -2.817 0.197 -1.500  C5 1.123
14 H -2.812 0.558 0.192  C5 1.074
15 H -3.184 -1.772 0.638  C6 1.100
16 H -2.601 -2.146 -0.948  C6 1.096
17 H -0.744 -1.907 1.394  C7 1.111
18 H -0.635 -2.839 -0.103  C7 1.109
19 H -0.522 3.318 0.072  O24 0.948
20 N 3.380 0.339 -0.221  C1 1.472, H8 1.032, H9 1.046
21 N -0.104 -0.762 -0.146  C2 1.355, C3 1.385, C7 1.486
22 O 1.906 -1.884 0.229  C2 1.244
23 O -0.974 1.518 1.457  C4 1.244
24 O -0.295 2.613 -0.520  C4 1.459, H19 0.948

Löwdin population analysis, charges in e, atoms 1 to 2: -0.18, -0.40

[3]
An isolated molecule of C20H20N2O5S at a distorted geometry. Source: the OMol25 dataset; level of theory: ωB97M-V/def2-TZVPD.

## Properties
- LUMO: 0.576 eV
- Max |F|: 0.0320 Eh/bohr
- HOMO-LUMO gap: 0.3368 Ha
- Net charge: 0
- SMILES string: COC(=O)c1ccc(OC)c(CSc2nnc(COc3cccc(C)c3)o2)c1

Each atom is followed by the atoms it is bonded to, with distances in Å.
Cartesian coordinates (Å):
1 C -0.154 4.240 3.065  H2 1.092, H3 1.092, H4 1.087, O5 1.419
2 H -0.174 4.795 2.124  C1 1.092
3 H 0.807 4.414 3.553  C1 1.092
4 H -0.974 4.552 3.708  C1 1.087
5 O -0.343 2.855 2.824  C1 1.419, C6 1.341
6 C 0.615 2.249 2.107  O5 1.341, O7 1.209, C8 1.477
7 O 1.593 2.828 1.695  C6 1.209
8 C 0.335 0.817 1.877  C6 1.477, C9 1.391, C13 1.392
9 C 1.312 0.027 1.279  C8 1.391, C10 1.379, H48 1.079
10 C 1.071 -1.305 1.013  C9 1.379, C11 1.393, H47 1.077
11 C -0.161 -1.876 1.324  C10 1.393, C12 1.408, O42 1.354
12 C -1.147 -1.085 1.943  C11 1.408, C13 1.381, C15 1.497
13 C -0.888 0.244 2.213  C8 1.392, C12 1.381, H14 1.080
14 H -1.655 0.854 2.668  C13 1.080
15 C -2.486 -1.680 2.249  C12 1.497, H16 1.088, H17 1.090, S18 1.840
16 H -2.579 -2.676 1.819  C15 1.088
17 H -2.678 -1.723 3.321  C15 1.090
18 S -3.854 -0.634 1.600  C15 1.840, C19 1.721
19 C -3.323 -0.453 -0.027  S18 1.721, N20 1.297, O23 1.355
20 N -3.707 0.460 -0.864  C19 1.297, N21 1.346
21 N -3.046 0.227 -2.013  N20 1.346, C22 1.292
22 C -2.295 -0.808 -1.829  N21 1.292, O23 1.354, C24 1.491
23 O -2.426 -1.307 -0.577  C19 1.355, C22 1.354
24 C -1.425 -1.458 -2.850  C22 1.491, O25 1.404, H40 1.097, H41 1.097
25 O -0.148 -1.825 -2.396  C24 1.404, C26 1.379
26 C 0.798 -0.840 -2.208  O25 1.379, C27 1.387, C31 1.392
27 C 0.511 0.510 -2.072  C26 1.387, C28 1.389, H39 1.079
28 C 1.531 1.424 -1.841  C27 1.389, C29 1.389, C35 1.496
29 C 2.842 0.973 -1.761  C28 1.389, C30 1.383, H34 1.079
30 C 3.130 -0.372 -1.909  C29 1.383, C31 1.381, H33 1.080
31 C 2.116 -1.282 -2.132  C26 1.392, C30 1.381, H32 1.079
32 H 2.322 -2.334 -2.255  C31 1.079
33 H 4.152 -0.716 -1.853  C30 1.080
34 H 3.636 1.681 -1.579  C29 1.079
35 C 1.226 2.877 -1.654  C28 1.496, H36 1.090, H37 1.089, H38 1.087
36 H 1.481 3.171 -0.636  C35 1.090
37 H 1.820 3.483 -2.335  C35 1.089
38 H 0.172 3.082 -1.825  C35 1.087
39 H -0.506 0.866 -2.139  C27 1.079
40 H -1.373 -0.783 -3.713  C24 1.097
41 H -1.892 -2.401 -3.159  C24 1.097
42 O -0.491 -3.166 1.078  C11 1.354, C43 1.412
43 C 0.383 -3.955 0.299  O42 1.412, H44 1.093, H45 1.089, H46 1.094
44 H 0.547 -3.504 -0.683  C43 1.093
45 H -0.120 -4.914 0.182  C43 1.089
46 H 1.341 -4.111 0.805  C43 1.094
47 H 1.844 -1.892 0.546  C10 1.077
48 H 2.259 0.472 1.020  C9 1.079

Löwdin population analysis, charges in e, atoms 1 to 2: -0.04, 0.10

[4]
A cluster of 8 separate species, C25H41N2O19P in total at a distorted geometry. Source: the OMol25 dataset; level of theory: ωB97M-V/def2-TZVPD.

## Properties
- LUMO: 0.236 eV
- Max |F|: 0.0253 Eh/bohr
- HOMO-LUMO gap: 0.3944 Ha
- Net charge: 0
- SMILES string: CCOP(=O)(OCC)OCC.O=C1OCCO1.O=C1OCCO1.O=C1OCCO1.O=C1OCCO1.O=C1OCCO1.CC#N.CC#N

Each atom is followed by the atoms it is bonded to, with distances in Å.
Cartesian coordinates (Å):
1 C 2.648 -3.073 -4.048  C2 1.459, H4 1.092, H5 1.086, H6 1.087
2 C 2.229 -3.518 -2.723  C1 1.459, N3 1.147
3 N 1.897 -3.867 -1.683  C2 1.147
4 H 2.318 -2.038 -4.171  C1 1.092
5 H 2.202 -3.665 -4.841  C1 1.086
6 H 3.735 -3.088 -4.088  C1 1.087
7 C -3.161 -3.398 4.664  C8 1.455, H10 1.088, H11 1.088, H12 1.090
8 C -2.018 -3.045 3.838  C7 1.455, N9 1.145
9 N -1.114 -2.748 3.201  C8 1.145
10 H -4.038 -3.567 4.042  C7 1.088
11 H -3.385 -2.625 5.396  C7 1.088
12 H -2.944 -4.310 5.220  C7 1.090
13 C 4.355 -2.153 2.057  C14 1.526, H24 1.088, H25 1.087, H26 1.092
14 C 4.143 -0.644 2.136  C13 1.526, O15 1.421, H27 1.093, H28 1.095
15 O 3.588 -0.289 3.396  C14 1.421, P16 1.577
16 P 2.537 0.878 3.539  O15 1.577, O17 1.461, O18 1.580, O21 1.575
17 O 1.375 0.762 2.661  P16 1.461
18 O 2.275 0.964 5.095  P16 1.580, C19 1.451
19 C 1.995 -0.245 5.846  O18 1.451, C20 1.513, H29 1.090, H30 1.089
20 C 2.112 0.104 7.313  C19 1.513, H31 1.090, H32 1.094, H33 1.087
21 O 3.388 2.176 3.273  P16 1.575, C22 1.435
22 C 3.261 3.407 3.998  O21 1.435, C23 1.516, H34 1.090, H35 1.094
23 C 3.244 4.557 3.010  C22 1.516, H36 1.087, H37 1.091, H38 1.090
24 H 3.441 -2.644 1.729  C13 1.088
25 H 5.202 -2.372 1.411  C13 1.087
26 H 4.590 -2.537 3.051  C13 1.092
27 H 5.083 -0.113 1.967  C14 1.093
28 H 3.507 -0.347 1.295  C14 1.095
29 H 0.984 -0.575 5.610  C19 1.090
30 H 2.725 -1.006 5.571  C19 1.089
31 H 3.116 0.443 7.568  C20 1.090
32 H 1.462 0.961 7.511  C20 1.094
33 H 1.809 -0.722 7.951  C20 1.087
34 H 2.395 3.379 4.660  C22 1.090
35 H 4.126 3.505 4.661  C22 1.094
36 H 3.537 5.485 3.494  C23 1.087
37 H 3.951 4.299 2.220  C23 1.091
38 H 2.265 4.660 2.543  C23 1.090
39 C -1.667 -2.820 -4.931  C40 1.522, O44 1.425, H45 1.092, H46 1.088
40 C -1.621 -3.701 -3.691  C39 1.522, O41 1.434, H47 1.087, H48 1.088
41 O -2.680 -4.626 -3.968  C40 1.434, C42 1.355
42 C -3.575 -4.017 -4.784  O41 1.355, O43 1.184, O44 1.364
43 O -4.635 -4.451 -5.081  C42 1.184
44 O -3.060 -2.836 -5.230  C39 1.425, C42 1.364
45 H -1.014 -3.193 -5.723  C39 1.092
46 H -1.399 -1.787 -4.723  C39 1.088
47 H -1.767 -3.112 -2.788  C40 1.087
48 H -0.708 -4.286 -3.597  C40 1.088
49 C -0.365 -0.784 0.572  C50 1.515, O54 1.445, H55 1.085, H56 1.087
50 C -0.315 -1.676 -0.651  C49 1.515, O51 1.428, H57 1.088, H58 1.090
51 O -1.504 -1.289 -1.338  C50 1.428, C52 1.365
52 C -1.720 0.027 -1.047  O51 1.365, O53 1.192, O54 1.333
53 O -2.453 0.750 -1.648  C52 1.192
54 O -0.994 0.390 0.011  C49 1.445, C52 1.333
55 H 0.590 -0.471 0.983  C49 1.085
56 H -0.979 -1.186 1.373  C49 1.087
57 H -0.338 -2.730 -0.379  C50 1.088
58 H 0.587 -1.525 -1.244  C50 1.090
59 C -2.113 2.391 -5.379  C60 1.517, O64 1.430, H65 1.087, H66 1.093
60 C -1.727 1.052 -4.779  C59 1.517, O61 1.421, H67 1.091, H68 1.091
61 O -0.519 1.374 -4.103  C60 1.421, C62 1.359
62 C -0.552 2.691 -3.773  O61 1.359, O63 1.185, O64 1.353
63 O 0.197 3.218 -3.021  C62 1.185
64 O -1.569 3.304 -4.422  C59 1.430, C62 1.353
65 H -3.184 2.530 -5.503  C59 1.087
66 H -1.663 2.564 -6.360  C59 1.093
67 H -1.525 0.283 -5.526  C60 1.091
68 H -2.499 0.625 -4.137  C60 1.091
69 C -6.701 1.396 0.209  C70 1.544, O74 1.422, H75 1.086, H76 1.092
70 C -5.213 1.264 -0.184  C69 1.544, O71 1.425, H77 1.086, H78 1.088
71 O -4.578 2.300 0.560  C70 1.425, C72 1.346
72 C -5.494 3.069 1.178  O71 1.346, O73 1.183, O74 1.357
73 O -5.256 4.046 1.801  C72 1.183
74 O -6.742 2.557 1.029  C69 1.422, C72 1.357
75 H -7.140 0.539 0.711  C69 1.086
76 H -7.261 1.599 -0.706  C69 1.092
77 H -5.032 1.449 -1.239  C70 1.086
78 H -4.799 0.290 0.069  C70 1.088
79 C 1.799 1.802 -1.011  C80 1.533, O84 1.441, H85 1.089, H86 1.088
80 C 2.629 3.058 -1.299  C79 1.533, O81 1.414, H87 1.093, H88 1.091
81 O 3.106 2.865 -2.615  C80 1.414, C82 1.358
82 C 2.930 1.570 -2.983  O81 1.358, O83 1.188, O84 1.342
83 O 3.381 1.089 -3.971  C82 1.188
84 O 2.200 0.912 -2.071  C79 1.441, C82 1.342
85 H 0.736 1.988 -1.153  C79 1.089
86 H 1.947 1.358 -0.029  C79 1.088
87 H 3.443 3.218 -0.587  C80 1.093
88 H 1.981 3.929 -1.196  C80 1.091

Löwdin population analysis, charges in e, atoms 1 to 2: -0.05, -0.28

Results for HOMO: -8.926 -9.377 -8.589 -10.496 (in eV, following the order of the records).